Record 1
C27H33N3O5 | ωB97M-V with the def2-TZVPD basis set

## Properties
maximum force = 0.70 eV/A
structure (SMILES) = CCCCCCCCCC(=O)N1c2ccccc2NC(=O)[C@H]1CC(=O)Nc1ccc(C(=O)O)cc1
Kohn-Sham gap = 8.88 eV
2S+1 = 1

Cartesian coordinates (Å):
O: 1.96677 3.24418 0.87417
O: -2.87499 2.44252 1.25484
C: 1.75146 -0.05572 -1.39200
H: 3.78793 -0.86676 2.53041
H: -0.39402 -4.28721 0.44211
C: 5.81242 -0.20796 -0.09625
H: 1.42639 2.66653 -3.35487
N: -0.94434 1.63804 0.44170
C: -1.92986 -2.75888 0.46880
C: 0.78778 0.24974 -0.44282
C: 1.70790 2.37759 1.67549
H: -2.18578 1.68087 -1.82154
C: 4.18520 1.54966 0.18637
C: -4.25220 -0.20452 -0.10039
C: 1.23460 1.97561 -2.54925
H: -4.69266 2.50891 -0.31849
C: 5.28122 -0.87812 1.00487
H: -5.66898 0.54583 -1.52097
H: 5.71183 -1.81629 1.31727
H: -1.47228 1.24465 2.38815
H: -0.31342 -3.19543 1.83648
H: -4.69904 0.28309 0.76854
H: -2.40519 -2.13040 1.22334
C: -0.98425 -3.72955 1.16727
H: 2.33691 -0.95674 -1.28339
C: -0.55281 1.26513 1.78898
H: -2.50591 -4.15329 -1.05537
H: -4.59444 -3.16016 -1.72010
H: -3.59299 -4.11272 0.33117
H: -1.55095 -4.44184 1.76271
C: 6.95308 -0.74838 -0.85911
N: 0.60464 -0.56273 0.67567
H: 0.55156 2.04102 3.47519
O: 0.13784 -0.77397 2.86377
H: 1.07488 -1.45958 0.69219
C: -2.99851 -3.48861 -0.34026
C: 4.20770 -0.34357 1.68218
C: 3.64847 0.87233 1.28068
H: -2.51994 3.37437 -1.41874
H: -0.26384 3.21619 -1.66842
C: -2.71604 2.33827 -1.13228
H: 2.24041 0.72150 2.73595
C: 0.26814 2.28216 -1.60836
C: -4.59304 0.61515 -1.34271
C: 0.01070 1.40804 -0.55983
O: 7.43713 -1.89846 -0.35675
C: -4.77014 -1.64202 -0.19285
H: -5.80015 -1.60959 -0.55464
C: 5.25390 1.00622 -0.49332
H: 2.71816 0.56742 -3.18896
H: -3.33516 -1.93610 -1.78698
H: -4.79809 -2.07756 0.80761
H: -1.36180 -2.10829 -0.20174
H: -4.62096 2.62506 -2.08119
H: 8.18546 -2.19685 -0.89634
H: 3.75581 2.48706 -0.12328
C: -2.20707 2.16456 0.28149
H: -4.09003 0.19417 -2.21713
C: -4.22680 2.09266 -1.21329
C: 0.07627 -0.12146 1.84255
H: -3.17170 -0.21517 0.04962
H: -0.09334 3.28656 2.37960
C: -3.93044 -2.54775 -1.10624
H: 5.67798 1.51460 -1.34537
C: 0.39205 2.31133 2.43094
C: 1.96491 0.80276 -2.45415
O: 7.42684 -0.23693 -1.84402
N: 2.53483 1.32885 1.98123

Atom charges from the Löwdin analysis, given in e for atoms 1 to 4:
1. O 0.0942
2. O 0.0802
3. C -0.0183
4. H 0.1170


Record 2
C27H34ClN4O7STl | ωB97M-V with the def2-TZVPD basis set

## Properties
maximum force = 0.43 eV/A
Kohn-Sham gap = 4.34 eV
total charge = -2
2S+1 = 1

Cartesian coordinates (Å):
H: 0.38588 4.63332 -1.57719
O: -0.02313 2.02087 1.52001
H: 2.26573 -2.15791 -2.48721
C: -1.75955 -1.73214 3.48541
O: -2.83086 -2.58925 -1.22578
C: -3.71547 -1.95610 4.99660
N: 0.63880 -3.46429 -2.28217
H: -1.17516 -3.90145 6.11647
H: 2.76518 -5.13302 -3.01454
C: -2.48672 -1.36793 -1.47494
C: 1.95575 -3.13446 -2.85585
H: -3.95175 3.67956 0.87852
H: -0.42281 -5.00912 -0.19691
C: -3.03907 3.10099 0.70340
C: -1.71159 -3.20591 5.47938
N: -0.31458 4.81716 -0.87926
H: -1.21017 -1.46748 -3.14019
H: 0.88926 4.35853 0.81596
Tl: -0.03315 0.52809 -0.60803
C: 4.09982 -0.61835 1.50752
C: -1.18580 4.72945 1.27666
H: 2.04586 -5.88244 0.46048
H: 0.38211 -4.41858 -2.49915
O: 0.56541 -2.11316 -0.44075
H: -1.74310 5.63253 1.55359
C: 1.74193 -5.32876 -0.43009
H: -0.08760 -2.98092 4.12074
C: 3.20507 -0.15819 0.55313
H: -2.47563 -0.24145 -3.27377
H: -2.74983 2.58039 1.61717
C: -3.12221 -1.42477 3.87253
O: 1.08207 2.86604 3.29037
H: -0.11910 -1.40316 2.14595
H: 3.06203 -3.58524 -0.39656
H: 3.85926 -5.11404 -0.73538
H: -0.97549 4.12565 2.15519
H: 1.86525 -3.07094 -3.94148
H: 0.56226 -4.14462 0.98762
H: -4.73451 -1.68575 5.25316
C: 3.88940 -0.25628 2.82998
C: -1.42395 4.01145 -0.92708
C: 0.51400 -4.46369 -0.05199
C: 2.96362 -4.52672 -0.94861
C: -3.12374 -2.90373 0.15548
H: -3.22573 2.37281 -0.08139
H: 1.46574 -6.07709 -1.18100
O: 4.73094 -0.75530 3.78779
N: -1.95089 3.95517 0.29846
C: -3.01698 -2.84371 5.81470
C: 2.85236 0.60415 3.15280
O: 2.50130 -0.14936 -1.71660
C: 0.09891 5.04335 0.51288
C: 0.53409 -3.22292 -0.91065
H: 2.66807 0.93932 4.16780
H: 3.96516 -3.85923 -2.73639
C: -1.10650 -2.68791 4.35688
Cl: -3.77906 -3.50178 7.27097
C: 3.33219 -0.62498 -0.90924
H: -3.68139 -0.72883 3.25345
H: 4.39812 -0.46934 4.64419
C: 2.02649 1.03560 2.13156
S: -2.02929 3.34441 -2.34296
H: -1.64333 -0.40659 1.80677
H: -4.07445 -2.45192 0.43482
H: 4.90900 -1.27054 1.21067
C: 2.96803 -4.20828 -2.45558
C: 0.90811 2.05204 2.36352
H: -3.19808 -3.98724 0.21812
C: -2.27244 -1.26342 -2.95011
C: -1.16485 -1.20372 2.36253
H: -2.35192 -2.50973 0.82167
H: -2.87097 -1.98412 -3.52004
N: 2.18704 0.64371 0.87375
O: 4.22871 -1.47040 -1.13306
H: 0.43115 6.07028 0.65600

Atom charges from the Löwdin analysis, given in e for atoms 1 to 4:
1. H 0.1157
2. O -0.1927
3. H 0.0831
4. C -0.3668


Record 3
C27H34FN3O3 | ωB97M-V with the def2-TZVPD basis set

## Properties
maximum force = 0.49 eV/A
structure (SMILES) = CCCCCCNC(=O)N1C/C=C\[C@@H](c2ccc(OC)cc2)N(Cc2ccc(F)cc2)C(=O)C1
Kohn-Sham gap = 8.98 eV
2S+1 = 1

Cartesian coordinates (Å):
C: -0.11294 1.34590 -3.29215
H: -0.49488 -1.64210 0.75098
C: -0.59884 -0.65878 1.18620
H: -0.15956 -0.69028 -1.31307
H: 0.04103 2.24071 -1.43358
H: 3.93955 1.19139 3.11244
H: -0.54557 -1.42586 3.16799
C: 3.32737 0.84107 0.43758
O: -3.59540 -1.25257 -2.84101
H: -0.92274 2.59121 0.34187
C: -0.23984 1.34788 -1.97160
H: -1.71402 -0.78323 5.15663
C: -0.83202 1.83773 2.31426
H: -1.45221 0.20997 -4.51408
H: -4.32773 1.24735 3.52424
C: -4.00863 -1.70880 1.90305
C: -1.32145 -1.85369 -3.15420
C: 4.80740 1.07912 2.46595
C: -0.71880 0.44573 0.35322
C: 2.88653 -0.02470 -0.74201
C: -3.70801 -1.23315 0.64107
N: -0.16555 -1.09656 -3.57898
H: 5.13083 2.07010 2.15442
C: -0.82485 1.69985 0.94309
H: 1.97509 0.18551 -3.86091
C: -4.15151 0.56466 2.70828
C: 4.46113 0.22410 1.25310
C: -2.44145 -1.04622 -2.50446
H: 2.72109 -1.04793 -0.39980
H: -4.07815 0.51074 -1.64443
C: 1.07301 -1.52065 -3.15564
O: -0.81755 0.96138 4.47753
C: -0.40182 0.18361 -4.20578
C: -3.22223 0.62977 -0.97017
H: 3.41832 -2.03529 -2.59877
O: 1.20284 -2.55267 -2.51935
C: -3.84613 1.02174 1.43923
C: 3.45359 -1.02074 -3.00084
H: 0.06621 -0.72439 5.31150
H: 3.95577 0.96923 -2.32561
H: 5.60895 0.62230 3.04175
H: -4.08305 -2.76606 2.10249
H: 4.86599 -0.33313 -1.55590
H: -0.96827 -2.62318 -2.45855
C: -0.75423 0.71920 3.14382
C: -0.76756 0.20031 -1.13941
C: -3.60097 0.13202 0.40205
F: -4.46834 -1.25561 4.17114
C: 3.87659 -0.03741 -1.90516
H: -2.94359 1.68537 -0.93021
H: 1.93307 0.35982 -1.10739
H: -3.79012 2.08484 1.25987
C: -0.62392 -0.53748 2.56241
H: 4.15935 -0.77144 1.58547
C: -0.85560 -0.13635 5.36024
N: 2.13403 -0.74965 -3.52697
N: -2.13220 -0.13240 -1.55736
H: -0.95578 0.29132 6.35635
H: 0.24215 2.24081 -3.78704
H: -3.55246 -1.92870 -0.16885
H: 5.34984 0.11154 0.62962
H: 2.46655 0.98962 1.09535
H: 0.19939 0.26988 -5.11920
H: 3.63618 1.82350 0.07159
H: -0.91820 2.80988 2.77320
H: 4.17348 -0.98943 -3.82571
H: -1.77756 -2.36231 -4.01300
C: -4.21161 -0.79840 2.92324

Atom charges from the Löwdin analysis, given in e for atoms 1 to 4:
1. C -0.0673
2. H 0.1311
3. C -0.0156
4. H 0.1286


Record 4
C27H34IIrN9O4PSSeSi | ωB97M-V with the def2-TZVPD basis set

## Properties
maximum force = 1.86 eV/A
Kohn-Sham gap = 6.52 eV
2S+1 = 1

Cartesian coordinates (Å):
H: -2.09976 -5.50777 1.09445
P: 2.43844 -0.63427 2.03301
H: 4.40771 0.06158 0.39199
C: -2.86470 0.87086 -4.78577
H: 2.53971 0.79577 -0.56216
H: -3.41354 1.71020 -2.89149
H: -0.38146 4.66258 0.80452
C: -0.91327 -2.58960 -1.90181
I: 5.46144 -3.10796 -5.31751
N: -1.37000 0.86387 -1.38088
H: 2.26630 1.75357 1.49403
H: 1.40620 5.87577 4.50362
C: -1.58738 0.57912 -2.77521
C: 1.86874 1.23734 -2.43034
O: 1.31724 2.11290 -3.01459
H: 4.39066 -0.28486 -5.98063
H: 4.02148 -2.88631 -2.58621
H: -0.61559 5.11636 5.72273
C: 1.53747 -0.40036 3.59779
O: 1.44707 -1.00661 0.90975
H: 4.40155 1.68034 0.16607
C: 0.63810 5.29424 2.58498
Se: -1.76058 -1.06439 1.71115
N: -0.32122 -1.96401 -1.10313
H: -2.48681 4.07136 4.49159
C: -2.71603 -3.78611 -2.74536
N: -3.80390 -4.22070 -2.74261
H: -0.63188 -4.50023 1.03399
C: -2.17089 -3.65579 3.78010
H: -3.73110 1.27406 -5.29555
C: -1.79496 2.29143 0.32237
C: 2.74877 0.21835 -3.05739
H: -4.58050 -2.97979 0.60300
Si: -2.55154 -3.27842 1.99251
H: 1.50770 5.64430 2.04020
H: 2.97493 1.40211 -4.82560
H: 3.70765 1.36826 2.45778
C: -1.92997 0.11613 -5.48749
C: 3.80867 -1.94347 -3.07211
O: 1.66802 1.08601 -1.06246
H: 2.64576 -1.21291 -1.43679
O: 3.57155 -1.57466 2.19609
H: 0.69377 0.27973 3.42911
C: 3.22872 0.46617 -4.34079
C: 3.03761 -0.98980 -2.42454
C: 3.07738 1.03220 1.62962
H: -4.86535 -2.42448 2.26718
H: -0.59045 -1.40386 2.56603
C: -0.55504 5.00589 4.64650
N: 1.04438 -1.71426 4.05439
H: 0.84337 -1.70294 5.04391
C: -1.71509 -4.50071 0.88149
C: 4.29466 -1.67833 -4.34427
N: -2.07705 1.79687 -0.94451
N: -2.66862 3.75395 1.89725
C: -1.60907 4.42715 3.95969
H: 2.22747 0.09255 4.29328
H: -2.06797 -0.07152 -6.54482
N: -1.46956 -3.30243 -2.81567
C: -2.69741 1.11656 -3.43615
S: -0.35260 1.71963 1.16987
H: -3.54019 4.16001 2.13523
H: -0.08369 -0.98075 -5.36349
C: -4.37945 -3.19414 1.65866
C: -1.53844 4.27755 2.57558
H: 0.21960 -0.57266 -2.97689
H: 1.75991 -2.42173 3.89592
H: -2.66491 -4.59340 4.06282
Ir: -0.01279 -0.09796 -0.19640
H: -2.52434 -2.86559 4.45246
C: -0.41814 4.73100 1.88253
N: -2.72255 3.12464 0.72363
C: -0.82207 -0.39543 -4.82857
H: -1.91399 -4.29567 -0.15455
C: -0.65135 -0.16999 -3.47379
C: 4.01014 -0.47716 -4.98489
H: -4.83945 -4.16111 1.89579
H: -1.09369 -3.77241 3.92695
C: 0.57872 5.43109 3.96334
N: 3.80748 0.88306 0.34145

Atom charges from the Löwdin analysis, given in e for atoms 1 to 4:
1. H 0.0497
2. P 0.4084
3. H 0.0962
4. C -0.0672


Record 5
C27H34N2O3S2 | ωB97M-V with the def2-TZVPD basis set

## Properties
maximum force = 1.68 eV/A
Kohn-Sham gap = 5.16 eV
2S+1 = 1

Cartesian coordinates (Å):
C: -0.13851 7.04237 4.83207
H: 0.80480 6.80699 4.33856
H: -6.62991 1.57448 6.95014
S: -0.26321 1.89494 2.57435
O: -3.48912 5.16906 7.27703
C: 5.63871 7.01889 -1.20060
H: -1.57104 2.03867 5.24018
H: -1.11072 3.72647 7.08353
H: 2.60844 2.75408 3.75071
H: -2.87267 3.07163 4.65611
H: 3.79344 7.10948 0.46696
C: -5.56720 1.62046 7.19901
H: -3.97425 7.24286 6.11459
H: -0.86496 5.41602 2.56907
C: 4.26581 3.45224 1.72836
C: -1.65109 5.79147 3.22810
S: 2.25250 0.50091 3.04130
H: -1.94550 -0.12982 3.05325
H: -4.97077 2.27161 5.20808
C: 3.06688 5.56516 1.77421
C: 0.38138 3.94059 4.74575
C: -1.16298 5.90483 4.68037
C: -5.12289 1.30617 8.49132
C: 5.16281 3.96459 0.82744
C: -1.77496 -0.21983 0.91769
C: -2.32990 2.76885 5.56688
H: 6.00526 3.38717 0.45389
H: 4.64652 7.07503 -1.67364
N: -0.68790 4.61630 5.20260
H: -5.84185 1.02045 9.26134
H: 0.91820 5.30272 3.21635
C: -2.83705 1.75379 7.81833
C: 0.62009 0.48719 2.70448
C: -1.42210 -0.72616 2.28823
C: -4.64818 2.01538 6.22247
C: 2.34611 3.71430 3.28877
H: -2.85761 -0.06419 0.87231
C: -3.29640 2.15168 6.55800
N: -2.29597 6.15426 5.56291
H: -1.28568 0.72763 0.66984
C: -3.75455 1.34373 8.79134
C: -1.86312 -2.17832 2.42659
H: 5.73513 7.81271 -0.44477
H: -1.76666 1.81123 8.03654
H: -3.39406 1.07486 9.78618
C: 3.93055 6.08705 0.83022
C: 4.98952 5.28617 0.33772
C: 1.21350 4.38863 3.73080
H: -1.54388 -2.62038 3.37493
C: -2.60319 5.13930 6.42519
H: 6.42648 7.10885 -1.95026
H: -0.54414 7.95707 4.38241
H: 0.55967 2.97260 5.22160
O: 5.86059 5.71319 -0.61220
H: -1.44797 -2.78021 1.60820
H: -2.95613 -2.23634 2.37087
H: 4.34892 2.41668 2.06147
H: -2.50913 5.10573 3.17998
H: -2.51109 8.22516 5.83736
H: 2.28393 6.21774 2.15587
H: -3.39341 7.55195 4.45442
H: 0.06091 7.21594 5.89779
H: -1.50253 -0.96901 0.16510
C: 3.20730 4.23437 2.26329
H: -1.95857 6.78541 2.88037
O: 0.00985 -0.72623 2.56732
C: -3.08711 7.35924 5.48897
C: -1.62410 3.99816 6.14263

Atom charges from the Löwdin analysis, given in e for atoms 1 to 4:
1. C 0.0112
2. H 0.0666
3. H 0.1030
4. S 0.6404


Record 6
C27H34N4S2 | ωB97M-V with the def2-TZVPD basis set

## Properties
maximum force = 0.88 eV/A
structure (SMILES) = C[C@H](NC(=S)NCCc1ccccc1)[C@H](c1cccs1)N1CCN(Cc2ccccc2)CC1
Kohn-Sham gap = 8.10 eV
2S+1 = 1

Cartesian coordinates (Å):
H: -2.57839 -2.29583 1.96724
H: -1.74815 3.12502 -2.73686
H: 1.66081 2.28853 1.86502
H: 1.56529 -1.02122 -0.24589
H: 0.98817 0.30618 3.12075
H: -3.15657 -0.73176 -1.04420
C: -3.48547 -5.16808 -0.41850
C: -0.19952 -4.04365 2.76604
H: -0.98807 -4.24707 3.47489
C: -2.83694 -3.09759 1.29078
H: -4.60777 -5.97265 1.21804
H: 1.69229 3.61820 -3.27761
C: -0.06023 -4.83854 1.64146
H: 0.55594 -2.37252 3.86439
C: 3.59107 5.44658 -0.46431
H: -4.03098 -4.11808 2.73990
N: -1.45925 0.42557 -1.05657
C: -2.03070 1.40672 -1.77337
S: -3.64415 1.45218 -2.15910
H: 4.56027 5.87734 -0.61721
C: -2.23466 -0.63592 -0.46405
H: 1.07690 -5.19802 -0.13431
C: 0.62452 2.83472 -0.67677
C: -3.65011 -4.12613 1.72876
N: 0.97585 1.57411 -0.01017
C: 1.70302 -2.72491 2.09278
H: -0.59271 -1.88516 0.17405
H: 0.16484 -0.37861 1.69779
H: -0.74500 -5.65432 1.46668
C: -2.34107 -3.08831 -0.00745
H: 2.64889 -3.35575 0.27824
H: 2.67677 -1.32880 3.39337
H: 2.55730 6.88096 0.75561
H: 0.63041 1.57161 -2.44711
N: -1.24811 2.41728 -2.22107
H: 3.09529 1.59948 0.07682
H: 2.39046 1.00511 -1.44579
H: 3.33283 -0.83127 -0.08669
C: 1.01759 0.23814 2.03100
H: -2.51212 -0.37553 0.56573
H: -0.28345 3.19124 -0.17095
H: 0.49767 5.29624 0.71431
H: -2.30255 -4.13819 -1.86977
C: 2.63969 -1.56269 2.32533
C: 0.87746 1.64099 1.44035
H: -0.09909 2.05018 1.71112
C: 0.66984 -2.98988 2.98393
C: 0.61409 3.60089 -3.15335
N: 2.28838 -0.33010 1.63449
C: 2.27224 1.01622 -0.36129
C: 1.42489 5.07500 0.21537
H: 0.16606 3.38100 -4.11989
S: 3.23587 3.91809 -1.16370
H: -1.11922 -2.15815 -1.49371
C: 2.54211 5.93860 0.23866
C: -1.46784 -1.96037 -0.47855
C: 0.19344 2.53348 -2.15008
C: -3.97517 -5.16696 0.87545
C: 1.83972 -3.53569 0.97199
H: -3.73524 -5.97610 -1.09074
C: 1.62792 3.93608 -0.50571
H: 3.64885 -1.83103 1.99904
H: -0.52158 0.59005 -0.68516
H: 0.28178 4.58396 -2.82636
C: 2.36788 -0.40250 0.19158
C: -2.67746 -4.13296 -0.85623
C: 0.96023 -4.57987 0.74364

Atom charges from the Löwdin analysis, given in e for atoms 1 to 4:
1. H 0.1134
2. H 0.1046
3. H 0.1326
4. H 0.1153